[1]
This record from OMol25 describes 6 unconnected molecules or ions with the total composition C36H81N3O6 at a distorted geometry. The level of theory is the ωB97M-V functional and the def2-TZVPD basis.

Geometry as ORCA input:
```
! wB97M-V def2-TZVPD RIJCOSX def2/J DEFGRID3
* xyz -1 2
C -5.2625 -3.2388 0.0864
C -5.6666 -2.2856 -0.9754
C -4.4598 -1.7789 -1.8464
O -6.6585 -2.8746 -1.7979
H -4.5931 -2.7720 0.8090
H -4.7403 -4.0361 -0.4424
H -6.0721 -3.6916 0.6589
H -6.1658 -1.4440 -0.4952
H -4.7063 -0.9312 -2.4858
H -4.0177 -2.5892 -2.4261
H -3.6980 -1.4062 -1.1618
H -6.2132 -3.5337 -2.3354
C -1.0714 0.2601 -2.5129
C -0.2447 1.3922 -1.8942
C 0.5457 2.2345 -3.0066
O -1.2345 2.2433 -1.3680
H -0.3095 -0.3865 -2.9481
H -1.7002 0.6100 -3.3316
H -1.6534 -0.3424 -1.8155
H 0.3738 0.9342 -1.1223
H 1.2758 1.6902 -3.6056
H 1.0095 3.1017 -2.5366
H -0.2275 2.5467 -3.7086
H -1.5087 1.9572 -0.4936
C 0.4131 7.4360 -1.8200
C 0.5292 5.9248 -1.6014
C 1.5914 5.5926 -0.4648
O -0.7133 5.3756 -1.2085
H 0.4174 7.9061 -0.8366
H -0.4025 7.6525 -2.5100
H 1.3184 7.8692 -2.2451
H 0.8694 5.4283 -2.5102
H 1.6853 4.5165 -0.3190
H 1.3422 5.9696 0.5271
H 2.5591 5.8896 -0.8689
H -0.5680 4.4402 -1.3683
C -0.1653 -3.3511 5.3074
C 0.4875 -2.9882 3.9343
C 1.1959 -4.3152 3.4833
C 1.5994 -4.3697 2.0125
C 0.3875 -4.0097 1.1247
C -0.3839 -2.7363 1.4485
N -0.5508 -2.6592 2.9186
O -1.3730 -1.6081 3.2709
C 0.4397 -1.5094 0.9500
C -1.7694 -2.8073 0.7195
C 1.5058 -1.8243 4.1147
H -0.4530 -2.4074 5.7708
H 0.5464 -3.8825 5.9393
H -0.9771 -4.0642 5.1641
H 2.1717 -4.3727 3.9657
H 0.7886 -5.2219 3.9306
H 1.9431 -5.3810 1.7951
H 2.3728 -3.6937 1.6481
H -0.3292 -4.8278 1.1961
H 0.7153 -4.0614 0.0864
H 0.2430 -0.5595 1.4470
H 1.5087 -1.6275 1.1271
H 0.3167 -1.3160 -0.1156
H -1.7013 -2.9182 -0.3627
H -2.4475 -3.5850 1.0707
H -2.3185 -1.8657 0.7234
H 1.7875 -1.7475 5.1649
H 0.9997 -0.8881 3.8793
H 2.3864 -1.9119 3.4783
H -2.0080 -1.9985 3.8758
C 5.2514 0.0167 -1.6187
C 5.2477 -1.5044 -2.0779
C 4.0563 -2.2692 -1.3878
C 2.6705 -2.0327 -1.9526
C 2.7379 -2.3855 -3.4633
C 3.8126 -1.6148 -4.2567
N 5.1075 -1.6995 -3.5200
O 6.0823 -1.0078 -4.2597
C 3.9155 -2.2526 -5.6419
C 3.3741 -0.1455 -4.3589
C 6.5272 -2.2240 -1.6179
H 5.7241 0.2873 -0.6745
H 4.2501 0.4268 -1.4870
H 5.6574 0.7266 -2.3393
H 4.2588 -3.3400 -1.3670
H 4.0946 -1.8883 -0.3673
H 2.4162 -0.9965 -1.7295
H 1.9009 -2.6831 -1.5369
H 1.7563 -2.1132 -3.8509
H 2.7744 -3.4715 -3.5503
H 4.5859 -1.6561 -6.2606
H 4.2988 -3.2552 -5.4523
H 2.9825 -2.4019 -6.1854
H 2.5708 0.0706 -5.0632
H 3.1709 0.2839 -3.3779
H 4.1444 0.5116 -4.7625
H 6.6817 -2.0828 -0.5482
H 7.3418 -1.7648 -2.1781
H 6.5666 -3.2906 -1.8388
H 6.6657 -1.6890 -4.6021
C -4.1764 0.9300 2.8128
C -3.7908 2.0425 1.6954
C -4.2122 3.4798 2.1057
C -3.3724 4.0676 3.2224
C -1.9067 4.1402 2.8790
C -1.4292 2.7250 2.4688
N -2.3372 2.0204 1.4918
O -1.8395 0.7820 1.0665
C -0.1140 3.0681 1.6764
C -1.0923 1.9258 3.7209
C -4.5335 1.7401 0.4009
H -3.9968 1.3539 3.8008
H -3.5195 0.0649 2.7222
H -5.2090 0.5958 2.7126
H -4.2530 4.0904 1.2037
H -5.2304 3.3955 2.4855
H -3.5341 3.4965 4.1367
H -3.7622 5.0707 3.3958
H -1.3142 4.5092 3.7162
H -1.6410 4.8647 2.1092
H -0.3065 3.7719 0.8666
H 0.6265 3.5276 2.3312
H 0.4353 2.2127 1.2831
H -1.7344 2.2265 4.5487
H -1.2371 0.8610 3.5382
H -0.0294 1.9855 3.9549
H -4.2541 0.8106 -0.0952
H -4.3043 2.4484 -0.3953
H -5.6028 1.8836 0.5562
H -1.9151 0.2029 1.8284
*
```

Frontier orbital gap (spin up / spin down) = 1.445 / 7.659 eV
HOMO level (spin up / spin down) = 0.02546 / -0.20468 Ha
E = -2035.74643 Eh
Expectation value of S² = 0.750

Here are the Löwdin charges for atoms 1 to 6, given in e: number 1, C, carries -0.10; number 2, C, carries -0.50; number 3, C, carries -0.05; number 4, O, carries -0.06; number 5, H, carries 0.06; number 6, H, carries 0.08

=====

[2]
This record from OMol25 describes a molecular structure, C36H83HgN3O15S4 at a distorted geometry. The level of theory is the ωB97M-V functional and the def2-TZVPD basis.

Geometry as ORCA input:
```
! wB97M-V def2-TZVPD RIJCOSX def2/J DEFGRID3
* xyz 0 1
Hg -12.5868 33.9763 16.5237
C -18.6864 32.7682 18.3439
C -17.1560 32.7618 18.5316
O -16.5243 31.8933 17.9279
O -16.6312 33.7602 19.0098
H -19.0228 31.7317 18.3667
H -18.9623 33.2897 17.4274
H -19.1225 33.2246 19.2325
C -9.8981 29.6606 20.2780
C -9.1690 29.7351 18.8693
C -9.6111 28.5768 18.0110
O -9.3729 30.8613 18.1668
H -9.4837 30.2996 21.0578
H -9.7152 28.6625 20.6761
H -10.9714 29.8126 20.1636
H -8.1033 29.6085 19.0601
H -9.3624 27.5927 18.4082
H -9.2780 28.5629 16.9732
H -10.6969 28.5901 17.9170
C -4.2662 31.7351 14.0497
C -5.1239 30.9713 13.0736
C -5.1596 29.4597 13.2734
O -6.3833 31.4086 13.2671
H -4.6456 31.6594 15.0688
H -4.3915 32.7827 13.7762
H -3.2051 31.4987 14.1296
H -4.8455 31.1430 12.0338
H -5.2950 29.3344 14.3477
H -4.2255 28.9552 13.0261
H -6.0058 29.0410 12.7287
H -6.6320 31.1491 14.1573
C -7.5999 38.7254 13.7495
C -9.0510 38.7666 14.2126
C -9.9348 39.5105 13.0920
O -9.6598 40.9422 13.0326
C -10.0739 41.5592 14.2530
N -9.5307 37.4038 14.2003
H -7.3159 39.7727 13.6462
H -7.5169 38.2070 12.7942
H -6.9744 38.2897 14.5285
H -9.3200 39.1935 15.1788
H -10.9982 39.3914 13.2998
H -9.7120 39.0525 12.1284
H -11.1098 41.3473 14.5178
H -10.0650 42.6464 14.1756
H -9.4905 41.2818 15.1310
H -8.8362 36.8442 14.6742
H -9.2970 37.1317 13.2561
C -7.8029 29.4841 28.3404
C -6.3357 29.7019 28.2792
C -5.8262 30.5799 29.4775
O -5.8099 31.9636 29.2675
C -6.9811 32.6966 29.6196
N -5.7919 28.3476 28.3824
H -8.2993 30.4321 28.1329
H -8.1380 29.1167 29.3103
H -8.1563 28.8037 27.5656
H -5.9188 30.1131 27.3598
H -4.7490 30.4140 29.4670
H -6.0441 30.2996 30.5080
H -7.2466 32.6102 30.6732
H -7.8335 32.3713 29.0232
H -6.7670 33.7469 29.4220
H -4.8179 28.4686 28.6208
H -6.2836 28.0651 29.2182
C -10.7103 23.5743 11.3441
C -10.5262 22.2773 12.1428
C -10.1519 21.0706 11.2132
O -11.2333 20.7128 10.3984
C -11.1048 19.3756 9.7910
N -9.4545 22.5128 13.0489
H -10.9065 24.3906 12.0392
H -11.4424 23.5443 10.5370
H -9.7397 23.7710 10.8889
H -11.4000 21.9282 12.6930
H -9.8584 20.2293 11.8410
H -9.2972 21.2486 10.5606
H -12.0437 19.0151 9.3707
H -10.8406 18.6505 10.5609
H -10.3740 19.2513 8.9919
H -9.6552 23.3363 13.5981
H -9.5220 21.7927 13.7540
C -2.9519 27.6499 21.7449
C -2.5415 29.1843 21.8250
C -1.7244 29.7324 20.6084
S -1.2877 28.1679 19.6622
O -0.0727 27.5464 20.1902
O -1.4426 28.3956 18.2195
C -2.6931 27.2104 20.2698
H -3.9937 27.5584 22.0523
H -2.1737 27.2068 22.3663
H -1.9252 29.3509 22.7085
H -3.3381 29.9189 21.9430
H -0.8605 30.3894 20.7093
H -2.4398 30.2547 19.9731
H -2.5405 26.1524 20.0563
H -3.5896 27.4793 19.7113
C -14.4789 22.1572 20.6487
C -13.9339 23.5015 20.3016
C -15.1184 24.4002 19.8096
S -16.6397 23.7519 20.5202
O -17.5424 23.2542 19.4647
O -17.2403 24.6316 21.5381
C -15.8047 22.3818 21.3701
H -13.7760 21.5025 21.1639
H -14.6093 21.5740 19.7371
H -13.0173 23.3773 19.7248
H -13.6130 23.9027 21.2630
H -15.1800 24.2827 18.7277
H -14.9524 25.4449 20.0725
H -16.4063 21.5092 21.6242
H -15.5547 22.7783 22.3541
C -11.1853 36.0190 23.7073
C -9.6570 35.9242 23.8744
C -9.1436 36.3983 22.4414
S -10.4524 37.5399 21.6877
O -11.0652 36.7590 20.5798
O -9.9730 38.9077 21.5111
C -11.6123 37.3700 23.1308
H -11.7809 35.7470 24.5787
H -11.4720 35.3010 22.9389
H -9.2647 34.9277 24.0769
H -9.2145 36.5937 24.6120
H -8.9292 35.6574 21.6712
H -8.2362 36.9944 22.5381
H -12.6234 37.5355 22.7588
H -11.3145 38.0865 23.8964
C -15.9366 28.8379 26.9709
C -15.3092 29.8785 26.0558
C -16.5009 30.7338 25.4760
S -17.7222 30.8197 26.8732
O -19.0615 30.4915 26.3594
O -17.4968 32.0562 27.5855
C -16.9612 29.4934 27.8561
H -15.1701 28.2738 27.5022
H -16.5730 28.1502 26.4140
H -14.8225 29.3988 25.2067
H -14.5737 30.4673 26.6039
H -16.9638 30.1554 24.6763
H -16.4213 31.7119 25.0016
H -17.6889 28.8236 28.3144
H -16.3466 29.9985 28.6012
*
```

Frontier orbital gap = 1.936 eV
HOMO level = -0.30094 Ha
E = -4459.93011 Eh

Here are the Löwdin charges for atoms 1 to 6, given in e: number 1, Hg, carries 0.22; number 2, C, carries 0.00; number 3, C, carries -0.73; number 4, O, carries 0.10; number 5, O, carries 0.12; number 6, H, carries 0.08

=====

[3]
This record from OMol25 describes 12 unconnected molecules or ions with the total composition C36H84N12O12 at a distorted geometry. The level of theory is the ωB97M-V functional and the def2-TZVPD basis.

Geometry as ORCA input:
```
! wB97M-V def2-TZVPD RIJCOSX def2/J DEFGRID3
* xyz 0 1
C -0.2554 -3.3253 -5.8583
C -1.6401 -2.7462 -5.6086
O -2.1312 -1.9676 -6.3993
N -2.2742 -3.0793 -4.4469
C -3.6321 -2.5771 -4.2308
H -0.2081 -3.9957 -6.7152
H 0.0660 -3.9850 -5.0348
H 0.4324 -2.4768 -5.9810
H -1.8812 -3.8228 -3.8935
H -3.8540 -2.3342 -3.1868
H -4.3991 -3.2860 -4.5672
H -3.6868 -1.6819 -4.8388
C -6.9534 -1.8080 -2.3230
C -6.5291 -2.0700 -0.8916
O -7.1231 -2.7845 -0.1033
N -5.4404 -1.3897 -0.4832
C -4.9278 -1.4499 0.8630
H -6.6920 -0.7762 -2.6034
H -8.0390 -1.8962 -2.3982
H -6.5019 -2.5479 -2.9917
H -5.1148 -0.6370 -1.0977
H -4.9458 -2.4721 1.2603
H -5.4815 -0.9019 1.6410
H -3.9213 -1.0560 0.7948
C 4.5308 0.6959 0.6636
C 4.1178 1.5231 1.8649
O 3.2540 2.3823 1.7295
N 4.7210 1.2183 3.0536
C 4.3935 2.0094 4.2461
H 3.6304 0.2719 0.2352
H 5.2441 -0.0875 0.9296
H 4.9221 1.3804 -0.1069
H 5.4666 0.5371 3.1012
H 4.1549 1.3423 5.0736
H 3.5192 2.6169 4.0186
H 5.2674 2.6069 4.4922
C 3.2561 1.6893 -2.8832
C 2.3475 1.7291 -4.1321
O 2.7273 2.1150 -5.2136
N 1.1228 1.2225 -3.9642
C 0.1666 1.1064 -5.0304
H 3.1129 0.7546 -2.3223
H 3.1232 2.5480 -2.2211
H 4.3026 1.7958 -3.1725
H 0.9448 0.7882 -3.0668
H -0.2751 2.0865 -5.2845
H -0.6141 0.4143 -4.7097
H 0.6665 0.8591 -5.9652
C 1.2248 0.9626 5.4013
C 1.9346 -0.0663 6.2548
O 1.7681 -1.2681 6.0609
N 2.7012 0.3616 7.2363
C 3.3851 -0.5870 8.0957
H 1.6011 1.9760 5.5260
H 0.1805 1.0022 5.7428
H 1.2051 0.6135 4.3642
H 2.8179 1.3581 7.3821
H 4.3918 -0.2344 8.2972
H 3.4441 -1.6110 7.6576
H 2.8792 -0.6455 9.0654
C 2.9832 -2.0984 -4.0429
C 3.2406 -2.9511 -2.7995
O 3.7716 -4.0572 -2.8521
N 2.9177 -2.3529 -1.6296
C 3.0743 -3.0461 -0.3232
H 3.8721 -1.5394 -4.3571
H 2.1625 -1.4111 -3.8145
H 2.7466 -2.7005 -4.9205
H 2.3482 -1.5234 -1.7288
H 3.4002 -2.3491 0.4485
H 3.8407 -3.8147 -0.4884
H 2.1302 -3.4834 -0.0501
C 0.8194 -5.9929 -1.4222
C -0.5385 -5.9035 -2.0881
O -0.9855 -4.8395 -2.4730
N -1.2610 -7.0097 -2.2421
C -2.5152 -7.0548 -2.8992
H 1.1504 -7.0092 -1.1995
H 0.6780 -5.4983 -0.4462
H 1.5757 -5.4542 -2.0004
H -0.8439 -7.8375 -1.8609
H -2.5479 -7.9672 -3.5103
H -2.6584 -6.1407 -3.4761
H -3.3504 -7.1255 -2.1883
C 0.3200 3.9703 3.8973
C 0.9395 5.2633 3.3595
O 0.4740 6.3781 3.5509
N 2.0329 5.1604 2.5665
C 2.5621 6.4229 2.0501
H 0.8886 3.1075 3.5077
H -0.7504 3.9644 3.6946
H 0.3707 3.9656 5.0132
H 2.2872 4.2574 2.2047
H 1.7514 7.0013 1.5878
H 3.3046 6.2115 1.2869
H 3.0319 7.0382 2.8206
C -1.0811 -1.6176 -1.3165
C -0.1094 -0.5454 -0.7441
O 0.8768 -0.1456 -1.3969
N -0.4051 -0.0541 0.4722
C 0.5818 0.7648 1.2205
H -2.0187 -1.5078 -0.7359
H -0.7473 -2.6502 -1.2434
H -1.2525 -1.4439 -2.3920
H -1.1107 -0.5258 1.0348
H 1.0229 0.1393 2.0029
H 0.0725 1.6400 1.6607
H 1.3532 1.1257 0.5498
C -1.8413 -0.8617 4.7705
C -1.2025 -1.4760 3.5436
O -1.7648 -1.4714 2.4768
N 0.0415 -1.9104 3.6633
C 0.6709 -2.6633 2.5842
H -2.8898 -1.1992 4.8913
H -1.9008 0.2096 4.5723
H -1.2204 -1.0142 5.6638
H 0.4480 -1.9300 4.5892
H 1.7271 -2.3880 2.4448
H 0.0232 -2.5577 1.7075
H 0.6691 -3.7337 2.8367
C -4.3829 2.3555 0.2381
C -3.8300 1.8795 -1.1105
O -4.4439 1.0455 -1.7764
N -2.5773 2.2763 -1.4114
C -2.0192 1.9088 -2.6697
H -5.0843 1.5982 0.6219
H -5.0092 3.2491 0.1063
H -3.5874 2.5058 0.9718
H -2.1612 3.0218 -0.8682
H -2.3702 2.5938 -3.4517
H -2.4064 0.9329 -2.9728
H -0.9185 1.9999 -2.6838
C 1.0454 4.0242 -0.7125
C -0.1210 4.8713 -0.2727
O -1.1637 4.3457 0.0905
N 0.0006 6.2220 -0.3359
C -1.1104 7.0873 -0.0118
H 0.6174 3.3214 -1.4421
H 1.5030 3.4607 0.1094
H 1.8185 4.6157 -1.1852
H 0.8478 6.5759 -0.7382
H -1.5702 6.7920 0.9294
H -1.9260 7.0107 -0.7479
H -0.8195 8.1416 -0.0339
*
```

Frontier orbital gap = 8.552 eV
HOMO level = -0.31774 Ha
E = -2982.31669 Eh
Energy relative to the best compared isomer or geometry (same formula, charge and spin) = 0.0 kcal per mole

Here are the Löwdin charges for atoms 1 to 6, given in e: number 1, C, carries 0.01; number 2, C, carries -0.56; number 3, O, carries 0.02; number 4, N, carries 0.02; number 5, C, carries -0.06; number 6, H, carries 0.08

=====

Q: What is the formula in the first record?
A: C36H81N3O6

=====

Q: The highest E belongs to which entry?
A: C36H81N3O6

=====

Q: What is the E in the third record?
A: -2982.31669 Eh

=====

Q: Which of these has the lowest E?
A: C36H83HgN3O15S4